{"formula": "C23H34N4O2", "method": "ωB97M-V with the def2-TZVPD basis set", "smiles": "CC1(C)[C@@H](CNC(=O)c2cnn(CC3CC3)c2)CCN1C(=O)C1CC2(CCC2)C1", "de_lowest_kj_mol": 279.5, "spin_multiplicity": 1, "homo_ev": -9.0975, "lumo_ev": 0.5, "homo_lumo_gap_ha": 0.35430, "symbols": ["O", "O", "N", "N", "N", "N", "C", "C", "C", "C", "C", "C", "C", "C", "C", "C", "C", "C", "C", "C", "C", "C", "C", "C", "C", "C", "C", "C", "C", "H", "H", "H", "H", "H", "H", "H", "H", "H", "H", "H", "H", "H", "H", "H", "H", "H", "H", "H", "H", "H", "H", "H", "H", "H", "H", "H", "H", "H", "H", "H", "H", "H", "H"], "positions_angstrom": [[-1.9972, -2.1397, 0.3779], [2.4087, 3.0625, -1.2392], [4.2532, 2.6984, 2.8695], [2.8590, 0.9069, -0.7368], [4.3967, 3.9527, 2.4072], [-1.2263, -0.9351, -1.3807], [5.7393, -0.0085, 4.1608], [2.2127, 0.3935, -1.9291], [0.0792, -0.5802, -0.7622], [-6.3919, -2.0586, -2.6355], [2.8792, 2.2422, -0.4686], [-7.4809, -1.0331, -2.2479], [-4.3950, -0.6796, -1.7281], [-6.8834, -1.0100, -0.8217], [6.1653, 0.6417, 5.4456], [-5.5884, -1.5996, -1.3985], [-2.1675, -1.6784, -0.7426], [-4.6135, -2.5586, -0.7033], [0.9017, -1.8498, -0.5400], [-3.4656, -1.8991, -1.4877], [3.9425, 3.9191, 1.1681], [0.6934, 0.3507, -1.8394], [-1.3723, -0.4135, -2.7388], [4.6816, 2.3657, 4.2187], [-0.1273, 0.1688, 0.5528], [5.8991, 1.4823, 4.2347], [0.0597, -0.1112, -3.1468], [3.4949, 2.6295, 0.8180], [3.7193, 1.8747, 1.9509], [-1.8491, -1.1425, -3.3927], [6.4730, -0.5760, 3.6059], [3.8554, 1.8790, 4.7434], [6.7585, 1.9094, 3.7319], [-4.5065, -2.3343, 0.3589], [1.1081, -2.3587, -1.4840], [-5.9166, -1.9638, -3.6133], [0.3514, -2.5301, 0.1064], [-1.9762, 0.4991, -2.7478], [3.3532, 0.2804, -0.1279], [-6.7501, -3.0830, -2.5135], [-0.5783, -0.4790, 1.3008], [3.5211, 0.8405, 2.1827], [5.4482, 0.6797, 6.2554], [0.1202, 0.6427, -3.9312], [4.7354, -0.4121, 4.1128], [-4.2440, 0.0668, -0.9428], [-4.3806, -0.1860, -2.7003], [-7.3845, -1.7259, -0.1670], [0.3512, 1.3695, -1.6329], [2.4825, 1.0409, -2.7661], [7.1898, 0.5208, 5.7666], [-4.7759, -3.6289, -0.8277], [2.6178, -0.5976, -2.1362], [-7.3368, -0.0806, -2.7583], [-0.7777, 1.0316, 0.3962], [-6.8087, -0.0516, -0.3069], [1.8536, -1.6180, -0.0578], [0.8304, 0.5364, 0.9241], [4.8774, 3.3194, 4.7055], [0.5497, -1.0191, -3.5113], [-3.2805, -2.4280, -2.4258], [3.9324, 4.8032, 0.5528], [-8.5201, -1.3375, -2.3569]], "atomic_forces_ev_per_a": [[-0.0042, 0.0062, 0.0123], [-0.0047, 0.0078, 0.0026], [-0.0456, 0.0034, 0.0055], [0.0112, 0.0353, 0.0146], [0.0813, -0.0167, -0.0423], [0.0109, -0.0301, 0.0231], [-0.0154, -0.0795, -0.0570], [0.0076, 0.0145, -0.0310], [-0.0051, 0.0151, -0.0129], [-0.0334, -0.0299, 0.0271], [0.0475, -0.0269, 0.0243], [0.0167, 0.0092, 0.0068], [0.0123, 0.0555, 0.1364], [-0.0116, -0.0240, 0.0135], [0.0335, 0.0007, 0.0825], [0.0212, -0.0085, -0.1167], [0.0271, 0.0068, -0.0418], [0.0095, 0.0571, 0.0889], [-0.0088, -0.0244, -0.0005], [-0.0494, -0.0497, -0.0665], [-0.0952, -0.0156, 0.0093], [-0.0049, 0.0006, -0.0012], [0.0277, -0.0153, 0.0113], [-0.0152, -0.0026, 0.0283], [0.0001, 0.0025, 0.0196], [0.0018, 0.0836, -0.0374], [-0.0232, 0.0193, -0.0094], [0.0111, -0.0136, -0.0530], [0.0129, -0.0036, 0.0315], [-0.0166, 0.0119, -0.0053], [0.0081, 0.0175, 0.0056], [0.0040, -0.0043, -0.0018], [0.0104, -0.0298, 0.0097], [-0.0039, -0.0198, 0.0004], [0.0036, 0.0056, -0.0016], [0.0021, 0.0105, -0.0026], [-0.0029, 0.0016, -0.0020], [-0.0069, 0.0032, -0.0021], [-0.0055, -0.0047, -0.0066], [0.0052, 0.0045, 0.0030], [0.0027, -0.0001, -0.0006], [-0.0107, 0.0031, -0.0060], [-0.0198, 0.0039, -0.0250], [0.0059, -0.0002, 0.0010], [-0.0052, 0.0257, 0.0189], [-0.0126, 0.0159, -0.0253], [0.0054, -0.0388, -0.0260], [0.0041, 0.0008, 0.0020], [-0.0054, -0.0060, -0.0014], [0.0050, -0.0044, 0.0040], [0.0000, 0.0031, -0.0183], [0.0008, 0.0017, -0.0331], [-0.0121, -0.0030, 0.0168], [-0.0039, -0.0017, 0.0002], [-0.0007, -0.0020, -0.0053], [0.0027, 0.0063, -0.0039], [-0.0051, 0.0087, 0.0058], [0.0002, -0.0021, -0.0073], [-0.0005, -0.0045, -0.0042], [0.0009, -0.0086, 0.0156], [0.0366, 0.0041, 0.0082], [0.0036, 0.0163, 0.0244], [-0.0047, 0.0087, -0.0051]], "nbo_charge": [-0.646, -0.624, -0.159, -0.621, -0.258, -0.461, -0.422, -0.218, 0.168, -0.400, 0.673, -0.395, -0.394, -0.399, -0.412, -0.030, 0.701, -0.384, -0.636, -0.301, -0.012, -0.234, -0.205, -0.208, -0.622, -0.242, -0.397, -0.262, -0.018, 0.205, 0.222, 0.202, 0.226, 0.228, 0.204, 0.199, 0.250, 0.190, 0.395, 0.202, 0.241, 0.216, 0.214, 0.223, 0.208, 0.208, 0.205, 0.205, 0.226, 0.224, 0.222, 0.206, 0.203, 0.199, 0.211, 0.203, 0.194, 0.206, 0.237, 0.198, 0.217, 0.225, 0.204]}